[1]
64
Properties=species:S:1:pos:R:3:nbo_charge:R:1 method="wB97M-V/def2-TZVPD" multiplicity=1 total_charge=0 e_homo_ev=-7.8 smiles="CC(=O)Nc1ccc(CN2CCC(n3nccc3NC(=O)CCc3ccccc3)CC2)cc1" e_above_lowest_kj_mol=128.9 energy_ev=-39011.99766 orbital_gap_ev=8.529
C -3.12 3.48 2.54 -0.72
C -2.89 2.01 2.26 0.70
O -2.49 1.23 3.09 -0.63
N -3.16 1.68 0.96 -0.63
C -2.98 0.45 0.33 0.22
C -2.81 -0.74 1.04 -0.27
C -2.59 -1.92 0.36 -0.20
C -2.51 -1.96 -1.03 -0.07
C -2.07 -3.22 -1.73 -0.23
N -0.63 -3.33 -1.94 -0.45
C -0.11 -2.54 -3.05 -0.23
C 1.26 -1.94 -2.77 -0.41
C 1.23 -1.07 -1.51 -0.05
N 0.51 0.16 -1.79 -0.19
N 0.14 0.46 -3.04 -0.29
C -0.40 1.66 -3.00 -0.05
C -0.39 2.17 -1.70 -0.37
C 0.21 1.18 -0.95 0.32
N 0.50 1.13 0.41 -0.63
C 0.19 2.11 1.31 0.71
O -0.40 3.13 1.01 -0.63
C 0.67 1.80 2.71 -0.49
C 2.18 2.04 2.85 -0.41
C 2.99 1.11 1.98 -0.04
C 3.11 -0.24 2.33 -0.18
C 3.81 -1.11 1.52 -0.23
C 4.40 -0.66 0.34 -0.23
C 4.28 0.68 -0.01 -0.21
C 3.58 1.55 0.81 -0.21
C 0.61 -1.85 -0.33 -0.46
C 0.19 -3.27 -0.75 -0.21
C -2.76 -0.78 -1.73 -0.20
C -3.00 0.40 -1.06 -0.25
H -3.09 3.65 3.61 0.24
H -4.08 3.81 2.14 0.22
H -2.32 4.05 2.07 0.26
H -3.35 2.45 0.33 0.40
H -2.84 -0.73 2.12 0.25
H -2.45 -2.83 0.93 0.21
H -2.37 -4.09 -1.14 0.20
H -2.54 -3.30 -2.71 0.21
H -0.05 -3.19 -3.93 0.19
H -0.78 -1.71 -3.29 0.21
H 2.01 -2.73 -2.63 0.21
H 1.56 -1.33 -3.62 0.25
H 2.27 -0.79 -1.25 0.22
H -0.79 2.11 -3.89 0.21
H -0.74 3.12 -1.35 0.25
H 1.03 0.34 0.73 0.43
H 0.42 0.76 2.95 0.23
H 0.14 2.45 3.40 0.25
H 2.46 1.89 3.89 0.22
H 2.40 3.07 2.58 0.22
H 2.67 -0.59 3.24 0.21
H 3.91 -2.15 1.80 0.22
H 4.94 -1.34 -0.29 0.22
H 4.73 1.04 -0.92 0.22
H 3.49 2.59 0.52 0.22
H -0.28 -1.32 0.02 0.24
H 1.32 -1.93 0.49 0.21
H 1.09 -3.87 -0.93 0.19
H -0.35 -3.74 0.07 0.21
H -2.77 -0.79 -2.81 0.22
H -3.18 1.31 -1.62 0.21


[2]
53
Properties=species:S:1:pos:R:3:mulliken_spin:R:1 method="wB97M-V/def2-TZVPD" multiplicity=4 total_charge=0 e_homo_ev="-8.9 / -9.2" e_above_lowest_kj_mol=18.8 energy_ev=-71186.97636 orbital_gap_ev="8.491 / 7.920"
Tc -0.03 0.23 0.22 2.82
O -0.20 -4.78 4.09 0.00
C -0.31 -3.80 3.17 0.00
C -0.19 -4.05 1.80 0.00
C -0.31 -2.99 0.93 0.01
N -0.52 -1.74 1.37 0.02
C -0.64 -1.52 2.68 0.01
C -0.55 -2.51 3.62 0.00
C -0.92 -0.07 3.01 0.01
O -1.23 0.28 4.12 0.02
O -0.84 0.73 1.96 0.00
C -0.23 -3.13 -0.57 0.00
O 0.10 -4.20 -1.06 0.01
O -0.55 -2.04 -1.17 0.03
H 0.00 -5.62 3.66 0.00
H -0.01 -5.04 1.40 0.00
H -0.66 -2.28 4.67 0.00
C -4.17 0.16 -1.03 -0.01
C -4.46 1.51 -1.20 0.01
C -3.45 2.45 -1.04 -0.01
C -2.18 2.04 -0.71 0.02
N -1.91 0.72 -0.56 -0.04
C -2.88 -0.20 -0.71 0.02
C -1.02 2.91 -0.49 0.01
C -1.02 4.29 -0.68 -0.01
C 0.14 5.01 -0.44 0.03
C 1.29 4.36 -0.01 -0.02
C 1.30 2.99 0.18 0.07
C 0.14 2.27 -0.06 -0.10
H -4.92 -0.60 -1.14 0.00
H -5.46 1.83 -1.45 0.00
H -3.66 3.51 -1.16 0.00
H -2.57 -1.23 -0.59 0.00
H -1.91 4.80 -1.02 0.00
H 0.14 6.09 -0.59 0.00
H 2.19 4.94 0.17 0.00
H 2.20 2.48 0.51 0.00
C 2.62 0.55 -3.35 0.00
C 1.43 -0.12 -2.71 0.01
N 0.83 -1.08 -3.36 0.01
O 1.03 0.32 -1.60 -0.01
H 2.28 1.10 -4.23 0.00
H 3.35 -0.20 -3.65 0.00
H 3.07 1.24 -2.65 0.00
H 1.24 -1.44 -4.21 0.00
H 0.05 -1.56 -2.89 0.00
Cl 4.47 0.08 -0.38 0.00
C 3.78 -1.20 0.65 0.00
Cl 3.00 -2.48 -0.31 0.00
C 2.79 -0.60 1.64 -0.02
O 3.08 -0.62 2.81 0.03
O 1.68 -0.13 1.14 0.07
H 4.59 -1.65 1.20 0.00


[3]
32
Properties=species:S:1:pos:R:3:mulliken_spin:R:1 method="wB97M-V/def2-TZVPD" multiplicity=2 total_charge=+2 e_homo_ev="-15.9 / -15.9" e_above_lowest_kj_mol=108.7 energy_ev=-48520.00897 orbital_gap_ev="7.511 / 8.011"
O 3.87 0.04 -3.49 -0.44
V 3.47 -1.30 -4.28 1.43
O 3.01 -3.28 -5.12 0.00
H 2.18 -3.74 -5.02 0.00
H 3.59 -3.90 -5.57 0.00
O 5.22 -0.83 -1.12 0.00
H 4.45 -1.03 -0.58 0.00
H 5.92 -1.36 -0.76 0.00
O 2.14 -1.99 -2.75 0.00
H 1.27 -1.74 -2.43 0.00
H 2.31 -2.85 -2.36 0.00
O 4.05 1.98 -5.62 0.00
H 3.52 2.66 -5.20 0.00
H 4.90 2.03 -5.20 0.00
O 3.23 1.49 -0.76 0.00
H 2.40 1.48 -1.24 0.00
H 3.63 0.65 -0.96 0.00
O 6.70 1.05 -2.24 0.00
H 6.07 1.72 -2.51 0.00
H 6.16 0.30 -2.00 0.00
O 2.13 -0.38 -5.72 0.01
H 2.12 0.49 -6.12 0.00
H 1.42 -0.85 -6.14 0.00
O 5.03 -1.33 -5.73 0.00
H 4.77 -1.66 -6.59 0.00
H 5.95 -1.58 -5.64 0.00
O 1.53 1.17 -2.97 0.00
H 0.69 0.72 -2.88 0.00
H 1.39 1.81 -3.66 0.00
O 4.92 -2.43 -3.19 0.00
H 5.70 -2.94 -3.42 0.00
H 4.88 -2.46 -2.24 0.00


[4]
105
Properties=species:S:1:pos:R:3:lowdin_charge:R:1 method="wB97M-V/def2-TZVPD" multiplicity=1 total_charge=0 e_homo_ev=-7.6 e_above_lowest_kj_mol=0.0 energy_ev=-108110.60474 orbital_gap_ev=7.790
Pb 0.23 -0.55 -0.53 1.45
N 0.66 -3.13 -0.64 -0.05
C 2.03 -3.61 -0.54 -0.23
C 2.73 -2.92 0.63 -0.18
N 2.70 -1.45 0.61 -0.20
C 2.71 -0.93 1.99 -0.21
C 1.39 -1.06 2.74 -0.24
N 0.37 -0.20 2.13 -0.06
C 3.82 -0.89 -0.16 -0.20
C 3.63 -0.78 -1.67 -0.25
N 2.47 0.06 -1.99 -0.08
H 0.14 -3.34 0.22 0.03
H 0.16 -3.60 -1.40 0.07
H 2.56 -3.43 -1.47 0.09
H 2.08 -4.69 -0.35 0.12
H 3.77 -3.28 0.69 0.12
H 2.23 -3.26 1.54 0.12
H 2.97 0.13 1.95 0.07
H 3.49 -1.44 2.58 0.13
H 1.59 -0.79 3.78 0.12
H 1.02 -2.08 2.72 0.09
H 0.64 0.78 2.17 0.00
H -0.54 -0.31 2.57 0.08
H 4.73 -1.47 0.03 0.12
H 4.00 0.12 0.21 0.09
H 3.49 -1.76 -2.12 0.09
H 4.56 -0.37 -2.06 0.11
H 2.38 0.23 -2.98 0.08
H 2.55 0.96 -1.51 -0.04
N -1.50 -1.33 -2.52 -0.07
C -2.33 -0.22 -3.02 -0.25
C -3.03 0.50 -1.86 -0.11
C -2.37 1.83 -1.49 -0.70
O -3.07 2.85 -1.49 -0.02
O -1.12 1.80 -1.22 -0.23
H -1.14 -1.88 -3.29 0.08
H -2.06 -1.93 -1.92 0.05
H -3.09 -0.59 -3.72 0.11
H -1.69 0.47 -3.57 0.11
H -3.03 -0.14 -0.98 0.09
H -4.07 0.72 -2.11 0.11
Cl -2.33 -5.55 -0.59 0.76
C -1.48 -6.44 0.64 -0.56
C -0.57 -7.39 0.21 -0.13
C 0.26 -8.03 1.10 -0.10
C 0.19 -7.69 2.45 -0.12
C -0.74 -6.77 2.87 -0.57
Cl -0.79 -6.36 4.56 0.71
C -1.64 -6.13 2.00 -0.29
N -2.56 -5.24 2.52 0.07
C -3.76 -4.81 1.95 -0.25
C -4.69 -5.73 1.49 -0.06
C -5.89 -5.31 0.93 -0.09
C -6.17 -3.96 0.86 -0.09
C -5.25 -3.04 1.34 -0.03
C -4.04 -3.44 1.89 -0.16
C -3.04 -2.41 2.35 -0.05
C -1.81 -2.43 1.44 -0.66
O -0.84 -3.14 1.79 -0.05
O -1.88 -1.75 0.38 -0.18
H -0.50 -7.59 -0.85 0.10
H 0.98 -8.76 0.76 0.10
H 0.85 -8.15 3.18 0.10
H -2.18 -4.66 3.25 0.10
H -4.46 -6.79 1.56 0.12
H -6.60 -6.04 0.57 0.10
H -7.10 -3.62 0.42 0.10
H -5.47 -1.98 1.27 0.11
H -2.71 -2.59 3.38 0.12
H -3.50 -1.42 2.30 0.12
S 1.89 2.26 0.51 0.08
Sb 1.13 4.19 -0.45 1.34
C 3.02 5.20 -0.23 -0.36
C 4.00 4.76 -1.14 -0.17
C 5.32 5.13 -1.00 -0.08
C 5.72 5.94 0.05 -0.09
C 4.77 6.37 0.97 -0.08
C 3.44 5.99 0.83 -0.11
C 0.77 4.66 -2.51 -0.30
C 1.60 5.59 -3.13 -0.13
C 1.37 5.95 -4.45 -0.08
C 0.31 5.39 -5.15 -0.08
C -0.53 4.49 -4.52 -0.07
C -0.31 4.12 -3.20 -0.09
C -0.40 5.14 0.67 -0.32
C -0.11 6.19 1.54 -0.12
C -1.12 6.75 2.30 -0.09
C -2.42 6.27 2.20 -0.08
C -2.71 5.24 1.32 -0.06
C -1.70 4.66 0.56 -0.10
H 3.72 4.11 -1.96 0.10
H 6.06 4.78 -1.72 0.10
H 6.75 6.22 0.17 0.10
H 5.06 6.99 1.80 0.10
H 2.74 6.33 1.59 0.08
H 2.41 6.06 -2.59 0.08
H 2.01 6.68 -4.93 0.10
H 0.14 5.66 -6.19 0.10
H -1.38 4.07 -5.05 0.11
H -1.00 3.45 -2.71 0.07
H 0.89 6.59 1.62 0.06
H -0.89 7.57 2.98 0.10
H -3.21 6.71 2.80 0.10
H -3.72 4.86 1.23 0.11
H -1.95 3.87 -0.14 0.06


[5]
12
Properties=species:S:1:pos:R:3:nbo_charge:R:1 method="wB97M-V/def2-TZVPD" multiplicity=1 total_charge=0 e_homo_ev="-9.7 / -8.3" e_above_lowest_kj_mol=431.9 energy_ev=-98323.48459 orbital_gap_ev="7.489 / 6.625"
C -2.84 0.35 -0.18 -0.60
C -1.50 -0.33 0.14 -0.12
O -0.41 0.32 -0.24 -0.27
Si 4.04 0.06 -0.50 0.62
Br 2.47 0.81 0.91 -0.27
I 4.56 -2.30 0.02 -0.18
I 6.08 1.45 -0.30 -0.18
H -2.97 1.23 0.44 0.21
H -2.85 0.66 -1.22 0.22
H -3.66 -0.34 0.00 0.23
H -1.49 -1.35 -0.31 0.18
H -1.45 -0.56 1.23 0.15


[6]
24
Properties=species:S:1:pos:R:3:nbo_charge:R:1 method="wB97M-V/def2-TZVPD" multiplicity=1 total_charge=0 e_homo_ev=-8.8 e_above_lowest_kj_mol=727.1 energy_ev=-38205.82718 orbital_gap_ev=7.851
C 1.93 0.22 -1.55 -0.32
C 0.83 -0.39 -1.19 0.09
C 1.03 2.47 -2.47 -0.23
C 1.97 1.66 -1.63 -0.05
C -0.21 1.59 -0.48 -0.02
C -1.03 -1.48 2.77 -0.06
C -2.02 -1.04 1.67 -0.50
N 0.79 2.32 -1.01 -0.42
N 0.26 -1.56 -0.99 0.41
O 0.46 -2.06 0.17 -0.50
O -0.52 -2.06 -1.79 -0.40
O -0.66 -2.82 2.54 -0.73
S -0.29 1.31 1.28 0.21
S -2.25 0.81 1.69 0.10
H 2.84 -0.20 -1.82 0.23
H 1.11 3.53 -2.64 0.23
H 0.41 1.85 -3.07 0.21
H 2.80 2.21 -1.36 0.22
H -1.13 1.60 -1.14 0.24
H -1.50 -1.46 3.65 0.17
H -0.32 -0.67 2.62 0.16
H -2.97 -1.49 1.96 0.23
H -1.61 -1.32 0.81 0.22
H 0.08 -3.03 1.97 0.50


[7]
60
Properties=species:S:1:pos:R:3:nbo_charge:R:1 method="wB97M-V/def2-TZVPD" multiplicity=1 total_charge=0 e_homo_ev=-7.9 smiles=COCCN1CCN(Cc2cn(C)nc2-c2ccc(Oc3ccccc3)cc2)CC1 e_above_lowest_kj_mol=276.9 energy_ev=-35429.07849 orbital_gap_ev=8.655
C 3.98 -0.13 1.66 -0.24
O 3.81 0.13 0.30 -0.55
C 3.12 -0.89 -0.38 -0.09
C 3.02 -0.56 -1.88 -0.22
N 2.05 0.44 -2.27 -0.45
C 2.33 1.77 -1.76 -0.24
C 1.40 2.77 -2.47 -0.22
N -0.01 2.46 -2.31 -0.44
C -0.53 2.77 -0.98 -0.25
C -2.01 2.65 -0.98 -0.15
C -2.90 3.51 -1.60 -0.03
N -4.13 2.99 -1.45 -0.16
C -5.38 3.53 -1.91 -0.41
N -4.10 1.84 -0.78 -0.29
C -2.83 1.61 -0.47 0.15
C -2.46 0.40 0.25 -0.02
C -3.11 -0.80 -0.05 -0.20
C -2.80 -1.97 0.61 -0.24
C -1.81 -1.96 1.60 0.29
O -1.60 -3.13 2.27 -0.48
C -0.34 -3.43 2.74 0.28
C -0.26 -4.15 3.93 -0.24
C 0.98 -4.53 4.41 -0.19
C 2.14 -4.20 3.72 -0.24
C 2.05 -3.50 2.53 -0.21
C 0.81 -3.11 2.04 -0.23
C -1.17 -0.77 1.92 -0.29
C -1.50 0.40 1.26 -0.20
C -0.24 1.09 -2.73 -0.23
C 0.67 0.08 -2.03 -0.24
H 3.01 -0.26 2.17 0.17
H 4.58 -1.03 1.83 0.16
H 4.50 0.73 2.09 0.19
H 2.12 -1.02 0.06 0.16
H 3.66 -1.85 -0.26 0.16
H 4.00 -0.22 -2.21 0.21
H 2.77 -1.48 -2.41 0.20
H 3.37 2.01 -1.97 0.21
H 2.19 1.84 -0.67 0.17
H 1.59 3.78 -2.10 0.19
H 1.62 2.74 -3.54 0.20
H -0.25 3.81 -0.77 0.21
H -0.09 2.14 -0.20 0.18
H -2.73 4.42 -2.12 0.22
H -5.56 4.51 -1.46 0.21
H -5.37 3.64 -3.00 0.21
H -6.17 2.84 -1.62 0.24
H -3.88 -0.80 -0.82 0.23
H -3.30 -2.89 0.38 0.22
H -1.16 -4.41 4.45 0.22
H 1.04 -5.09 5.33 0.22
H 3.10 -4.50 4.10 0.21
H 2.94 -3.25 1.98 0.21
H 0.74 -2.58 1.10 0.22
H -0.44 -0.76 2.71 0.23
H -1.03 1.32 1.55 0.22
H -1.29 0.84 -2.56 0.21
H -0.04 1.05 -3.81 0.20
H 0.49 -0.92 -2.45 0.20
H 0.41 0.04 -0.96 0.16


[8]
11
Properties=species:S:1:pos:R:3:mulliken_spin:R:1 method="wB97M-V/def2-TZVPD" multiplicity=2 total_charge=+3 e_homo_ev="-24.1 / -24.1" e_above_lowest_kj_mol=2.2 energy_ev=-16479.72893 orbital_gap_ev="5.392 / 4.984"
C -0.61 1.04 1.10 0.04
C -1.05 0.33 -0.05 0.02
H -2.11 0.09 -0.19 0.00
In -1.14 -1.13 3.08 0.96
O -1.20 0.21 1.90 -0.01
O -0.36 0.03 -1.15 0.00
C 1.00 -0.11 -1.23 0.00
O 1.79 0.75 -1.00 0.00
O 1.20 -1.31 -1.70 0.00
H 0.37 1.51 1.25 0.00
H 2.11 -1.41 -2.00 0.00


[9]
74
Properties=species:S:1:pos:R:3:lowdin_charge:R:1 method="wB97M-V/def2-TZVPD" multiplicity=1 total_charge=-1 e_homo_ev=-4.7 energy_ev=-63515.25968 orbital_gap_ev=7.049
N 6.23 -1.02 1.55 0.05
C 4.92 -0.61 0.96 -0.42
C 4.91 0.93 0.98 -0.15
C 4.13 1.61 -0.16 -0.26
C 3.24 2.77 0.30 -0.44
S 1.81 2.02 1.08 1.05
C 0.44 2.93 0.54 -1.09
S 0.53 4.33 -0.31 0.65
N -0.83 2.36 0.84 -0.09
C -0.85 1.67 2.13 -0.28
C -0.32 0.39 2.32 -0.06
C -0.35 -0.20 3.58 -0.05
C -0.95 0.47 4.64 -0.09
C -1.49 1.73 4.45 -0.10
C -1.44 2.34 3.20 -0.03
C -1.36 1.51 -0.22 -0.22
C -0.68 1.21 -1.39 -0.04
C -1.28 0.36 -2.32 -0.09
C -2.54 -0.19 -2.11 -0.09
C -3.22 0.13 -0.94 -0.07
C -2.63 0.97 -0.01 -0.02
C 4.86 -1.23 -0.45 -0.08
C 3.57 -1.93 -0.84 -0.19
C 2.31 -1.35 -0.77 -0.03
C 1.17 -2.04 -1.18 -0.07
C 1.27 -3.34 -1.68 -0.10
C 2.52 -3.94 -1.76 -0.10
C 3.65 -3.24 -1.33 -0.05
C 3.78 -1.17 1.86 -0.69
O 3.91 -2.37 2.19 -0.03
O 2.84 -0.40 2.14 -0.09
H 6.22 -2.03 1.55 0.06
H 6.21 -0.73 2.52 0.07
H 4.46 1.24 1.91 0.10
H 5.95 1.28 0.99 0.11
H 4.84 2.04 -0.87 0.11
H 3.50 0.91 -0.69 0.07
H 2.95 3.36 -0.56 0.03
H 3.77 3.42 1.00 0.08
H 0.13 -0.11 1.49 0.10
H 0.10 -1.17 3.69 0.11
H -0.96 -0.02 5.61 0.09
H -1.95 2.25 5.27 0.09
H -1.85 3.32 3.04 0.11
H 0.30 1.61 -1.57 0.10
H -0.74 0.11 -3.22 0.10
H -2.99 -0.87 -2.81 0.08
H -4.20 -0.27 -0.72 0.10
H -3.16 1.20 0.90 0.10
H 5.64 -1.98 -0.50 0.10
H 5.11 -0.50 -1.22 0.12
H 2.18 -0.36 -0.37 0.06
H 0.19 -1.59 -1.11 0.08
H 0.39 -3.86 -2.00 0.09
H 2.63 -4.95 -2.13 0.09
H 4.62 -3.71 -1.39 0.10
C -6.55 2.34 3.55 -0.10
C -5.68 1.41 2.73 -0.32
O -5.82 1.66 1.33 -0.09
H -7.60 2.22 3.27 0.07
H -6.45 2.12 4.62 0.07
H -6.28 3.38 3.38 0.07
H -5.96 0.38 2.88 0.11
H -4.63 1.52 3.01 0.10
H -5.55 2.57 1.16 0.08
C -3.40 -1.73 -6.35 -0.09
C -2.40 -2.64 -5.66 -0.32
O -2.78 -2.92 -4.32 -0.09
H -3.50 -0.80 -5.80 0.07
H -3.09 -1.51 -7.37 0.07
H -4.39 -2.20 -6.39 0.07
H -1.43 -2.17 -5.61 0.11
H -2.30 -3.58 -6.21 0.11
H -3.64 -3.36 -4.33 0.08


[10]
37
Properties=species:S:1:pos:R:3:nbo_charge:R:1 method="wB97M-V/def2-TZVPD" multiplicity=1 total_charge=-1 e_homo_ev=-4.0 smiles="COCCCCC[C@@H](C(=O)[O-])N(C)[C@H](C)F" energy_ev=-22092.26675 orbital_gap_ev=7.040
C -2.40 -0.84 -3.10 -0.28
O -2.01 -2.25 -2.92 -0.58
C -2.22 -2.69 -1.53 -0.07
C -1.19 -2.02 -0.43 -0.45
C 0.40 -2.26 -0.74 -0.42
C 1.13 -1.08 -1.61 -0.43
C 0.85 0.45 -1.08 -0.41
C 1.25 0.68 0.53 -0.17
C 2.76 1.31 0.63 0.70
O 3.31 1.85 1.74 -0.76
O 3.67 1.26 -0.56 -0.84
N 0.15 1.54 1.10 -0.52
C 0.41 3.02 0.97 -0.44
C -0.30 1.12 2.47 0.39
C 0.79 1.35 3.67 -0.69
F -0.84 -0.29 2.53 -0.41
H -1.46 -0.27 -3.50 0.21
H -2.73 -0.30 -2.09 0.19
H -3.33 -0.78 -3.83 0.18
H -2.23 -3.87 -1.41 0.19
H -3.31 -2.32 -1.22 0.16
H -1.50 -0.90 -0.28 0.23
H -1.41 -2.56 0.61 0.22
H 1.02 -2.46 0.25 0.21
H 0.47 -3.25 -1.41 0.20
H 2.32 -1.19 -1.68 0.24
H 0.75 -1.14 -2.74 0.19
H 1.37 1.26 -1.79 0.25
H -0.31 0.69 -1.16 0.19
H 1.28 -0.36 1.10 0.23
H 0.89 3.25 -0.10 0.24
H 1.08 3.48 1.83 0.21
H -0.66 3.55 0.93 0.18
H -1.24 1.81 2.74 0.16
H 1.74 0.64 3.57 0.26
H 1.22 2.45 3.76 0.24
H 0.27 1.13 4.72 0.20


[11]
15
Properties=species:S:1:pos:R:3:nbo_charge:R:1 method="wB97M-V/def2-TZVPD" multiplicity=1 total_charge=0 e_homo_ev=-8.1 smiles=Cc1nc[nH]c1C e_above_lowest_kj_mol=3.6 energy_ev=-8294.95924 orbital_gap_ev=9.069
C -1.32 -1.57 0.03 -0.63
C -0.01 -0.86 0.04 0.09
N 1.20 -1.47 -0.03 -0.46
C 2.09 -0.54 -0.03 0.17
N 1.52 0.69 0.12 -0.52
C 0.18 0.51 0.08 0.08
C -0.79 1.63 -0.04 -0.65
H -2.19 -0.89 -0.11 0.21
H -1.46 -1.95 1.04 0.22
H -1.28 -2.36 -0.72 0.23
H 3.17 -0.60 -0.18 0.19
H 2.03 1.51 0.12 0.40
H -1.80 1.34 -0.42 0.23
H -0.42 2.39 -0.79 0.21
H -0.92 2.18 0.89 0.22


[12]
13
Properties=species:S:1:pos:R:3:nbo_charge:R:1 method="wB97M-V/def2-TZVPD" multiplicity=1 total_charge=0 e_homo_ev=-8.9 smiles="C=COCC" e_above_lowest_kj_mol=98.8 energy_ev=-6324.14365 orbital_gap_ev=10.019
C 1.42 0.99 0.86 -0.56
C 1.59 -0.14 0.16 0.16
O 0.71 -0.80 -0.62 -0.50
C -0.52 -0.17 -0.92 -0.07
C -1.62 -0.56 0.05 -0.64
H 2.26 1.41 1.39 0.22
H 0.47 1.51 0.94 0.20
H 2.55 -0.65 0.15 0.19
H -0.77 -0.50 -1.93 0.19
H -0.39 0.92 -0.96 0.18
H -1.41 -0.21 1.07 0.21
H -1.71 -1.65 0.08 0.22
H -2.58 -0.14 -0.27 0.21